Entry from the Open Molecules 2025 dataset: one molecule with the formula C4H4OS3 (ωB97M-V with the def2-TZVPD basis set).

Geometry (Å):
S -2.023 0.884 -2.253
C -0.899 0.700 -1.090
C -1.017 0.178 0.399
C 0.389 -0.127 0.819
S 0.329 -1.961 1.115
C 1.290 0.444 -0.210
S 2.968 0.496 -0.293
O 0.501 0.900 -1.238
H -1.477 1.084 0.825
H -1.774 -0.477 0.462
H 0.973 0.238 1.758
H 0.738 -2.360 -0.294

As for the charge: 0. The spin multiplicity is 1. For the energy relative to the best compared isomer or geometry (same formula, charge and spin), the calculation gives 165.6 kJ/mol. The value obtained for the lowest unoccupied orbital energy is -1.068 eV. As for the SMILES: S=C1C[C@@H](S)C(=S)O1.

=====

Entry from the Open Molecules 2025 dataset: one molecule with the formula C8H11N (ωB97M-V with the def2-TZVPD basis set).

Geometry (Å):
N 0.371 1.936 -0.457
C 0.233 1.036 0.563
C 1.308 0.193 0.909
C 2.125 -0.536 -0.127
C 0.811 -1.019 -0.865
C -0.143 -1.704 -0.154
C -1.385 -1.046 0.148
C -1.947 0.186 -0.535
C -1.143 0.424 0.744
H -0.362 2.629 -0.559
H 1.322 2.354 -0.491
H 1.072 -0.412 1.745
H 2.800 -1.287 0.331
H 2.729 0.142 -0.702
H 0.444 -0.256 -1.548
H 0.095 -2.500 0.538
H -2.091 -1.581 0.770
H -1.493 0.544 -1.467
H -3.039 0.310 -0.501
H -1.708 0.588 1.660

As for the charge: 0. The spin multiplicity is 1. For the energy relative to the best compared isomer or geometry (same formula, charge and spin), the calculation gives 325.0 kJ/mol. The value obtained for the lowest unoccupied orbital energy is 0.981 eV. As for the SMILES: NC1=CCC=C[C@@H]2C[C@H]12.

=====

Entry from the Open Molecules 2025 dataset: C58H114BN7O19V as an isolated structure (ωB97M-V with the def2-TZVPD basis set).

Geometry (Å):
O -4.719 2.250 -4.233
V -3.390 3.127 -4.220
O -2.969 3.211 -5.738
N -0.658 4.452 -2.703
O -0.785 5.627 -2.374
O 0.120 3.691 -2.160
O -1.383 4.016 -3.689
O 0.788 0.462 -4.638
C 0.250 0.375 -3.583
O 0.740 -0.144 -2.459
B -0.259 -0.072 -1.392
O -1.474 0.537 -2.009
C -1.174 0.864 -3.214
O -1.910 1.354 -4.052
O -0.523 -1.343 -0.700
C -0.329 -1.219 0.601
O -0.548 -2.040 1.440
C 0.182 0.222 0.861
O 0.171 0.827 -0.313
O 0.458 0.698 1.916
C -0.577 4.035 6.492
C -0.523 2.927 5.415
C -1.021 1.573 5.857
C -2.513 1.401 5.878
C -3.141 1.754 4.524
C -2.715 3.160 4.067
N -1.278 3.317 4.237
O -0.717 4.342 3.476
C -3.073 3.202 2.582
C -3.534 4.237 4.794
C 0.974 2.761 5.111
H -0.542 4.991 5.957
H 0.305 4.049 7.135
H -1.451 4.093 7.144
H -0.523 0.721 5.382
H -0.669 1.376 6.884
H -2.920 2.052 6.664
H -2.831 0.400 6.183
H -4.212 1.778 4.752
H -2.962 0.964 3.797
H -2.693 2.378 1.981
H -4.155 3.332 2.480
H -2.692 4.090 2.067
H -3.215 4.324 5.837
H -3.368 5.232 4.372
H -4.604 4.034 4.851
H 1.395 2.408 6.063
H 1.501 3.707 4.988
H 1.210 2.022 4.347
H -0.988 5.179 3.890
C -2.594 -4.378 -7.867
C -2.840 -4.920 -6.460
C -2.042 -6.207 -6.282
C -0.563 -5.981 -5.924
C -0.410 -5.080 -4.693
C -1.582 -4.140 -4.346
N -2.348 -3.867 -5.554
O -3.255 -2.794 -5.405
C -2.487 -4.813 -3.294
C -1.034 -2.870 -3.747
C -4.320 -5.231 -6.183
H -1.545 -4.091 -7.994
H -3.149 -3.456 -8.039
H -2.747 -5.132 -8.643
H -2.449 -6.869 -5.514
H -1.986 -6.814 -7.190
H -0.070 -5.526 -6.785
H -0.121 -6.959 -5.736
H 0.472 -4.452 -4.838
H -0.199 -5.708 -3.825
H -3.327 -4.147 -3.073
H -2.965 -5.705 -3.714
H -2.038 -5.147 -2.358
H -1.725 -2.136 -3.333
H -0.339 -2.980 -2.904
H -0.335 -2.398 -4.452
H -4.444 -6.023 -5.441
H -4.726 -5.730 -7.071
H -4.883 -4.350 -5.892
H -2.842 -2.099 -5.928
C 0.454 2.609 -7.630
C 1.104 3.907 -7.093
C 1.750 3.642 -5.720
C 3.020 2.789 -5.847
C 3.979 3.644 -6.646
C 3.428 3.921 -8.058
N 2.088 4.475 -8.018
O 1.557 4.831 -9.275
C 4.383 4.912 -8.726
C 3.517 2.604 -8.868
C -0.025 4.907 -6.866
H 0.227 2.812 -8.685
H -0.537 2.470 -7.201
H 1.087 1.730 -7.579
H 1.872 4.597 -5.195
H 0.997 3.146 -5.100
H 2.642 1.900 -6.346
H 3.350 2.514 -4.845
H 5.020 3.351 -6.783
H 3.984 4.622 -6.147
H 4.059 5.143 -9.744
H 4.391 5.845 -8.159
H 5.392 4.512 -8.831
H 4.589 2.419 -8.994
H 3.205 1.668 -8.396
H 2.915 2.636 -9.776
H 0.243 5.719 -6.181
H -0.762 4.383 -6.254
H -0.546 5.328 -7.725
H 1.469 5.784 -9.179
C 3.890 -0.471 6.388
C 3.469 -1.865 5.904
C 3.837 -2.942 6.937
C 2.906 -4.125 7.024
C 1.431 -3.757 7.002
C 1.040 -2.894 5.788
N 2.051 -1.850 5.651
O 1.707 -0.820 4.766
C 1.039 -3.834 4.549
C -0.331 -2.281 5.943
C 4.289 -2.160 4.619
H 3.795 0.291 5.623
H 4.901 -0.452 6.802
H 3.229 -0.253 7.235
H 4.850 -3.302 6.736
H 3.974 -2.434 7.900
H 3.137 -4.662 7.952
H 3.030 -4.922 6.285
H 1.057 -3.198 7.870
H 0.895 -4.709 7.007
H 0.387 -4.697 4.658
H 0.600 -3.256 3.721
H 2.052 -3.933 4.164
H -0.685 -1.837 5.007
H -1.124 -3.025 6.080
H -0.379 -1.543 6.748
H 3.909 -1.462 3.864
H 4.096 -3.176 4.263
H 5.370 -2.010 4.619
H 1.085 -0.211 5.180
C -5.250 -1.587 1.537
C -4.466 -2.872 1.893
C -3.352 -2.568 2.865
C -3.835 -2.204 4.276
C -4.813 -3.289 4.775
C -5.851 -3.796 3.762
N -5.257 -3.979 2.430
O -6.322 -4.350 1.547
C -6.356 -5.182 4.206
C -7.094 -2.887 3.743
C -3.808 -3.350 0.587
H -5.284 -0.892 2.379
H -4.683 -1.057 0.771
H -6.267 -1.765 1.196
H -2.624 -3.377 3.007
H -2.666 -1.797 2.506
H -3.043 -2.140 5.019
H -4.286 -1.215 4.154
H -5.427 -2.807 5.538
H -4.214 -4.139 5.103
H -5.629 -5.886 3.784
H -7.296 -5.487 3.746
H -6.414 -5.339 5.283
H -7.969 -3.332 3.264
H -6.839 -1.888 3.409
H -7.547 -2.857 4.745
H -3.239 -2.595 0.059
H -3.309 -4.310 0.755
H -4.599 -3.725 -0.079
H -5.888 -4.993 0.979
C 5.700 1.008 1.586
C 4.722 2.182 1.767
C 5.599 3.374 2.203
C 6.421 3.984 1.052
C 5.435 4.391 -0.040
C 4.616 3.184 -0.556
N 3.966 2.636 0.624
O 2.896 1.781 0.308
C 3.570 3.831 -1.464
C 5.435 2.212 -1.407
C 3.796 1.884 2.937
H 6.435 1.216 0.804
H 5.339 -0.013 1.452
H 6.414 0.983 2.419
H 5.000 4.229 2.528
H 6.298 3.096 2.993
H 7.149 3.301 0.599
H 7.031 4.819 1.406
H 5.904 4.845 -0.917
H 4.733 5.113 0.381
H 2.915 3.051 -1.861
H 2.956 4.658 -1.114
H 4.049 4.247 -2.360
H 4.997 1.206 -1.388
H 5.459 2.504 -2.456
H 6.443 2.013 -1.042
H 3.125 2.706 3.181
H 4.172 1.562 3.912
H 3.243 0.989 2.628
H 3.288 0.915 0.097

As for the charge: -1. The spin multiplicity is 1. The value obtained for the lowest unoccupied orbital energy is -0.184 eV.

=====

Entry from the Open Molecules 2025 dataset: a 13-piece molecular cluster, H26O13 overall (ωB97M-V with the def2-TZVPD basis set).

Geometry (Å):
O 12.487 -6.272 13.878
H 12.681 -7.175 13.627
H 13.327 -5.818 13.804
O 8.609 -9.871 10.148
H 8.853 -10.451 9.427
H 8.338 -9.058 9.721
O 11.064 -12.273 15.050
H 10.346 -12.742 15.474
H 10.900 -11.351 15.249
O 12.322 -9.177 10.749
H 11.852 -8.808 11.497
H 12.007 -10.079 10.690
O 10.533 -8.784 12.742
H 11.026 -9.439 13.236
H 9.654 -9.154 12.663
O 10.778 -11.889 11.086
H 10.325 -11.071 11.288
H 10.149 -12.390 10.567
O 7.028 -7.919 12.085
H 7.133 -6.968 12.110
H 7.915 -8.256 11.965
O 9.357 -7.327 14.861
H 9.661 -7.201 13.962
H 8.491 -6.920 14.881
O 12.815 -12.164 12.968
H 12.247 -11.879 12.251
H 12.233 -12.219 13.726
O 8.523 -10.680 12.960
H 7.967 -11.066 12.283
H 8.141 -10.981 13.784
O 10.356 -9.675 15.546
H 9.530 -10.109 15.758
H 10.107 -8.775 15.336
O 13.704 -8.801 14.070
H 14.420 -9.422 13.938
H 13.650 -8.695 15.020
O 10.049 -5.801 12.161
H 10.582 -5.031 11.963
H 10.606 -6.544 11.928

As for the charge: 0. The spin multiplicity is 1. For the energy relative to the best compared isomer or geometry (same formula, charge and spin), the calculation gives 162.0 kJ/mol. The value obtained for the lowest unoccupied orbital energy is -0.164 eV.

=====

Entry from the Open Molecules 2025 dataset: an isolated ion of composition C5H6BrN2 and charge +1 (ωB97M-V with the def2-TZVPD basis set).

Geometry (Å):
C 1.251 0.230 2.257
C 0.774 0.194 1.035
C -0.582 -0.352 0.508
N -0.433 -0.185 -0.990
C -1.247 -0.677 -1.850
C 0.527 0.749 -1.237
Br 0.923 1.562 -2.806
N 1.438 0.868 0.031
H 2.291 0.387 2.568
H 0.715 0.076 3.280
H -0.818 -1.501 0.724
H -1.423 0.338 0.913
H -2.046 -1.253 -1.562
H -1.371 -0.436 -2.871

As for the charge: +1. The spin multiplicity is 1. For the energy relative to the best compared isomer or geometry (same formula, charge and spin), the calculation gives 502.9 kJ/mol. The value obtained for the lowest unoccupied orbital energy (alpha / beta) is -5.859 / -5.936 eV. As for the SMILES: C=C1C[N+](=C)C(Br)=N1.

=====

Entry from the Open Molecules 2025 dataset: C32H37N2O2SiV as an isolated structure (ωB97M-V with the def2-TZVPD basis set).

Geometry (Å):
V -1.500 -0.993 0.319
O -2.261 -2.391 -0.686
C -3.629 -2.368 -1.165
C -3.723 -1.815 -2.581
C -2.885 -0.547 -2.819
C -3.337 0.640 -2.013
C -3.823 1.792 -2.619
C -4.197 2.869 -1.832
C -4.080 2.770 -0.454
C -3.603 1.586 0.076
N -3.237 0.546 -0.678
H -1.751 -3.058 -1.169
H -4.174 -1.728 -0.478
H -4.052 -3.371 -1.113
H -4.777 -1.603 -2.771
H -3.409 -2.575 -3.300
H -2.928 -0.300 -3.879
H -1.835 -0.733 -2.573
H -3.905 1.846 -3.696
H -4.579 3.775 -2.285
H -4.351 3.591 0.194
H -3.519 1.450 1.148
C 2.431 -5.105 -2.104
C 1.171 -4.674 -2.493
C 0.690 -3.457 -2.036
C 1.430 -2.648 -1.171
C 2.701 -3.098 -0.805
C 3.199 -4.309 -1.268
Si 0.759 -0.959 -0.574
C 0.973 0.206 -2.069
C 0.165 1.331 -2.243
C 0.357 2.198 -3.309
C 1.371 1.954 -4.225
C 2.195 0.849 -4.062
C 1.994 -0.016 -2.996
C 2.021 -0.331 0.714
C 2.230 -1.036 1.904
C 3.218 -0.659 2.803
C 4.016 0.446 2.534
C 3.811 1.173 1.370
C 2.822 0.788 0.473
H 2.817 -6.050 -2.464
H 0.572 -5.285 -3.157
H -0.265 -3.102 -2.425
H 3.312 -2.489 -0.151
H 4.192 -4.628 -0.977
H -0.622 1.536 -1.521
H -0.278 3.068 -3.430
H 1.527 2.630 -5.056
H 2.997 0.662 -4.766
H 2.641 -0.878 -2.877
H 1.617 -1.908 2.121
H 3.382 -1.237 3.704
H 4.793 0.739 3.228
H 4.430 2.034 1.148
H 2.674 1.359 -0.436
O -1.062 0.037 1.583
C -0.773 0.785 2.561
C -0.348 2.199 2.316
C 1.092 2.487 2.779
C 1.225 2.711 4.284
C 0.967 1.446 5.097
C -0.492 0.995 5.015
N -0.821 0.276 3.787
H -1.043 2.880 2.819
H -0.427 2.353 1.241
H 1.432 3.377 2.249
H 1.739 1.661 2.477
H 0.523 3.488 4.603
H 2.230 3.075 4.501
H 1.203 1.633 6.146
H 1.617 0.638 4.752
H -1.149 1.864 5.096
H -0.728 0.327 5.841
H -0.976 -0.720 3.838

As for the charge: +1. The spin multiplicity is 2. Its expectation value of S² is 0.762. For the energy relative to the best compared isomer or geometry (same formula, charge and spin), the calculation gives 77.0 kJ/mol. The value obtained for the lowest unoccupied orbital energy (alpha / beta) is -2.388 / -2.342 eV.

=====

Entry from the Open Molecules 2025 dataset: a 6-piece molecular cluster, C6H24O6 overall (ωB97M-V with the def2-TZVPD basis set).

Geometry (Å):
C 10.446 8.819 5.827
C 9.437 8.788 6.963
O 8.275 7.958 6.704
H 10.752 7.801 5.575
H 11.343 9.396 6.022
H 10.025 9.207 4.881
H 9.077 9.769 7.270
H 9.915 8.366 7.845
H 8.516 7.078 6.998
C 4.974 6.234 7.805
C 5.169 4.807 7.307
O 6.138 4.773 6.319
H 4.368 6.831 7.157
H 5.908 6.771 8.033
H 4.417 6.182 8.749
H 4.199 4.402 6.930
H 5.581 4.099 8.038
H 5.910 5.085 5.430
C 5.122 7.997 4.926
C 4.643 6.721 4.230
O 5.816 5.974 3.811
H 5.750 8.565 4.280
H 5.794 7.697 5.758
H 4.260 8.527 5.297
H 4.018 6.886 3.345
H 4.101 6.016 4.910
H 5.499 5.358 3.144
O 10.183 4.896 4.706
H 9.489 5.599 4.581
H 10.174 4.365 3.922
O 8.879 5.247 7.161
H 9.522 4.592 6.871
H 8.103 4.977 6.696
O 8.630 7.216 3.649
H 8.684 7.659 4.465
H 7.759 6.775 3.567

As for the charge: 0. The spin multiplicity is 1. For the energy relative to the best compared isomer or geometry (same formula, charge and spin), the calculation gives 103.9 kJ/mol. The value obtained for the lowest unoccupied orbital energy is 0.339 eV. As for the SMILES: CCO.CCO.CCO.O.O.O.

=====

Entry from the Open Molecules 2025 dataset: one molecule with the formula C6H5NO (ωB97M-V with the def2-TZVPD basis set).

Geometry (Å):
O -3.819 -0.326 -0.119
C -2.872 0.399 -0.317
C -1.572 0.262 0.233
C -0.556 -0.442 0.727
C 0.653 -1.064 0.190
C 1.263 0.210 -0.425
N 0.714 1.314 -0.149
C -0.389 1.068 0.729
H -2.944 1.288 -0.978
H 0.448 -1.837 -0.550
H 1.333 -1.463 0.946
H 2.132 0.158 -1.057
H -0.488 1.744 1.562

As for the charge: 0. The spin multiplicity is 1. For the energy relative to the best compared isomer or geometry (same formula, charge and spin), the calculation gives 279.0 kJ/mol. The value obtained for the lowest unoccupied orbital energy is -0.543 eV. As for the SMILES: O=CC1=C2CC=N[C@@H]12.

=====

Entry from the Open Molecules 2025 dataset: a 2-piece molecular cluster, C3H13N2O overall (ωB97M-V with the def2-TZVPD basis set).

Geometry (Å):
N 0.497 -0.429 -1.076
C 0.266 0.176 0.320
C -1.291 0.316 0.470
C 1.150 -0.365 1.572
N 1.166 0.631 2.673
H 1.061 0.039 -1.684
H 0.933 -1.261 -0.942
H -0.425 -0.469 -1.473
H 0.657 1.247 0.239
H -1.787 -0.551 1.075
H -1.336 1.087 1.255
H -1.630 0.620 -0.570
H 2.174 -0.210 1.126
H 0.737 -1.337 1.875
H 1.873 1.336 2.427
H 1.535 0.138 3.516
H -1.650 -1.046 -3.860
H -2.178 0.413 -3.731
O -1.753 -0.332 -3.214

As for the charge: +1. The spin multiplicity is 1. For the energy relative to the best compared isomer or geometry (same formula, charge and spin), the calculation gives 208.8 kJ/mol. The value obtained for the lowest unoccupied orbital energy is -3.221 eV.

=====

Entry from the Open Molecules 2025 dataset: one molecule with the formula C20H20N4O6S2 (ωB97M-V with the def2-TZVPD basis set).

Geometry (Å):
C -3.445 -0.119 1.341
O -2.354 0.474 0.680
C -2.376 1.812 0.460
C -3.365 2.676 0.916
C -3.298 4.033 0.648
C -2.247 4.554 -0.083
C -1.256 3.708 -0.546
C -1.309 2.347 -0.282
N -0.270 1.524 -0.750
C -0.355 0.365 -1.476
S -1.865 -0.342 -1.950
C -1.233 -1.770 -2.871
C -0.593 -2.891 -2.065
O -0.305 -3.933 -2.612
N -0.388 -2.666 -0.749
C 0.509 -3.515 0.006
C -0.141 -3.997 1.316
C -0.250 -2.819 2.266
S 1.074 -1.673 1.721
O 0.447 -0.513 1.139
O 2.029 -1.441 2.765
C 1.745 -2.723 0.393
N 0.802 -0.147 -1.797
C 1.732 0.681 -1.230
C 3.111 0.584 -1.207
C 3.795 1.565 -0.501
N 5.226 1.496 -0.440
O 5.819 2.409 0.097
O 5.768 0.526 -0.932
C 3.142 2.608 0.168
C 1.769 2.710 0.149
C 1.071 1.743 -0.560
H -3.259 -1.191 1.314
H -4.387 0.091 0.824
H -3.513 0.213 2.381
H -4.193 2.297 1.493
H -4.077 4.682 1.016
H -2.197 5.610 -0.296
H -0.434 4.094 -1.130
H -2.077 -2.171 -3.432
H -0.481 -1.409 -3.575
H -0.530 -1.739 -0.368
H 0.742 -4.367 -0.643
H 0.492 -4.773 1.746
H -1.117 -4.434 1.102
H -1.184 -2.275 2.167
H -0.071 -3.075 3.304
H 2.537 -3.336 0.810
H 2.112 -2.092 -0.410
H 3.644 -0.209 -1.706
H 3.744 3.322 0.708
H 1.258 3.496 0.681

As for the charge: 0. The spin multiplicity is 1. For the energy relative to the best compared isomer or geometry (same formula, charge and spin), the calculation gives 7.4 kJ/mol. The value obtained for the lowest unoccupied orbital energy is -0.119 eV. As for the SMILES: COc1ccccc1-n1c(SCC(=O)N[C@@H]2CCS(=O)(=O)C2)nc2cc([N+](=O)[O-])ccc21.